No. 1
C33H50O25 | ωB97M-V/def2-TZVPD

Atoms and positions in Å:
O: 6.40004 -17.19533 -13.69804
C: 5.63525 -16.93729 -12.78224
C: 5.02490 -18.10839 -12.02983
C: 4.00624 -17.87336 -11.20391
C: 3.79219 -16.50883 -10.69805
O: 3.16565 -16.21240 -9.70843
C: 4.21649 -15.40747 -11.62148
C: 5.14602 -15.59760 -12.51417
H: 5.37822 -19.12854 -12.30555
H: 3.50629 -18.71106 -10.69909
H: 3.91062 -14.38992 -11.35680
H: 5.51275 -14.83187 -13.21829
O: 2.83830 -17.62679 -16.75716
C: 3.77785 -16.88629 -16.55346
C: 5.11942 -17.20213 -17.09160
C: 6.18064 -16.38615 -16.92584
C: 5.99326 -15.06585 -16.37025
O: 6.76130 -14.15214 -16.31848
C: 4.61217 -14.79929 -15.74408
C: 3.64162 -15.69246 -15.67861
H: 5.19384 -18.17131 -17.64079
H: 7.12455 -16.48934 -17.35719
H: 4.56641 -13.89264 -15.18793
H: 2.87056 -15.65782 -14.95360
C: 0.98398 -14.63569 -7.27907
O: 0.14727 -13.84342 -8.27074
C: -1.16986 -14.10202 -8.20595
O: -1.92802 -13.61386 -9.04615
O: -1.55633 -14.89038 -7.22779
C: -2.98121 -15.19706 -7.18091
H: 0.47137 -15.59839 -7.06726
H: 0.97602 -14.05033 -6.34791
H: 1.95686 -14.71957 -7.72888
H: -3.32931 -15.40158 -8.17820
H: -3.53102 -14.38268 -6.65542
H: -3.08055 -16.15903 -6.65573
C: -1.86385 -16.85846 -19.87114
O: -1.94099 -15.58230 -19.13343
C: -2.51638 -15.62182 -17.94393
O: -2.76755 -16.59165 -17.28117
O: -2.89396 -14.39888 -17.65441
C: -3.61861 -14.15678 -16.46850
H: -2.87978 -17.18217 -20.03285
H: -1.32977 -17.61260 -19.31987
H: -1.39200 -16.66087 -20.77882
H: -2.96925 -14.28418 -15.64598
H: -4.46914 -14.78266 -16.37765
H: -3.96276 -13.11836 -16.43170
C: 1.48382 -12.04416 -16.23794
O: 0.55276 -12.16173 -15.11658
C: 1.12887 -12.38676 -13.90900
O: 2.33221 -12.53032 -13.77989
O: 0.16032 -12.41770 -13.03682
C: 0.58838 -12.67509 -11.63630
H: 2.07717 -11.16255 -16.17997
H: 0.81968 -12.10588 -17.16624
H: 2.11898 -12.91330 -16.40242
H: 1.25460 -13.53241 -11.60982
H: -0.38383 -12.84034 -11.21256
H: 1.04039 -11.78006 -11.24145
C: 1.87985 -18.85074 -14.36223
O: 1.72643 -19.75979 -13.19612
C: 1.04185 -20.88119 -13.47421
O: 0.30480 -21.07600 -14.40551
O: 1.19133 -21.66013 -12.36502
C: 0.57877 -22.98687 -12.47680
H: 2.23257 -19.37893 -15.23520
H: 2.69758 -18.23122 -13.97401
H: 0.96967 -18.17068 -14.47177
H: 0.01516 -23.03106 -13.36664
H: -0.14655 -23.13834 -11.64310
H: 1.36167 -23.71082 -12.53254
C: -1.83026 -21.18382 -10.73770
O: -1.47956 -20.31038 -11.83978
C: -2.47483 -19.53933 -12.37838
O: -3.59284 -19.57760 -11.89198
O: -2.06187 -18.87715 -13.41895
C: -3.04730 -18.02466 -14.00088
H: -2.20195 -22.16291 -11.11254
H: -2.60832 -20.70358 -10.13412
H: -0.91211 -21.28018 -10.13711
H: -3.88877 -18.59331 -14.32923
H: -2.63667 -17.41450 -14.80544
H: -3.38714 -17.35364 -13.20189
C: 1.05762 -20.21620 -21.59178
O: 0.20364 -19.73087 -20.58604
C: 0.46479 -20.17825 -19.32353
O: 1.42628 -20.82413 -18.98212
O: -0.53622 -19.82591 -18.54578
C: -0.48490 -20.10816 -17.17550
H: 1.49387 -19.40849 -22.11126
H: 0.54116 -20.83688 -22.26528
H: 1.93589 -20.65206 -21.12354
H: -1.38340 -20.69987 -16.95505
H: -0.32055 -19.19936 -16.67665
H: 0.43743 -20.70305 -16.99036
C: 0.02591 -15.37630 -15.80964
O: -0.59391 -15.43988 -14.55017
C: 0.12036 -15.61544 -13.43091
O: 1.30557 -15.43654 -13.40571
O: -0.77006 -15.91574 -12.50042
C: -0.20338 -16.25403 -11.20031
H: 1.03228 -15.74934 -15.80734
H: 0.07417 -14.32980 -16.09639
H: -0.60458 -15.98941 -16.41982
H: -1.10961 -16.55172 -10.57987
H: 0.34224 -15.39087 -10.83582
H: 0.42547 -17.12181 -11.29892

Values from the calculation:
E_tot = -86215.22353 eV
LUMO level = -0.0513 Ha
SMILES string = O=C1C=CC(=O)C=C1.O=C1C=CC(=O)C=C1.COC(=O)OC.COC(=O)OC.COC(=O)OC.COC(=O)OC.COC(=O)OC.COC(=O)OC.COC(=O)OC

***

No. 2
C10H13N2O | ωB97M-V/def2-TZVPD

Atoms and positions in Å:
C: 1.04204 2.36313 1.83782
C: 0.81288 1.12640 1.28330
C: 2.08246 2.32072 -0.12487
N: 1.82068 3.06659 0.95119
N: 1.47433 1.14573 0.07217
C: 0.04552 -0.04954 1.77482
H: 0.71070 2.78534 2.78652
H: 2.67481 2.61253 -0.99208
H: 2.16307 4.03537 1.08357
H: 1.50330 0.36069 -0.60324
H: -0.38801 0.18231 2.76219
H: 0.70163 -0.93031 1.87671
H: -0.77427 -0.29995 1.08067
O: 1.29308 -0.88353 -1.68826
C: -2.67083 -1.67393 -0.68414
C: -2.28464 -0.43029 -1.18683
C: -1.71258 -2.67178 -0.51428
C: -0.95492 -0.18161 -1.51795
C: -0.37847 -2.43109 -0.84344
C: -0.00088 -1.18495 -1.34542
H: 1.85395 -1.67838 -1.51569
H: -3.72043 -1.86510 -0.42454
H: -3.03078 0.36332 -1.32486
H: -2.00158 -3.65491 -0.11989
H: -0.63616 0.79146 -1.91434
H: 0.37516 -3.21823 -0.70903

Values from the calculation:
E_tot = -15603.02888 eV
LUMO level = -0.0976 Ha
energy above the lowest of the compared OMol25 structures with the same formula, charge and spin = 25.9 kJ/mol
charge = +1

***

No. 3
C9H8N2 | ωB97M-V/def2-TZVPD

Atoms and positions in Å:
C: 0.44299 1.03992 3.02342
C: 0.74814 -0.30132 2.72562
C: 0.55500 -0.75872 1.40322
C: 0.05458 0.08644 0.46814
C: -0.17375 1.46934 0.69800
C: 0.01881 1.93346 1.98345
C: -0.02004 -0.37130 -0.96783
C: -1.14497 -0.98373 -2.83872
C: 0.18295 -0.91696 -2.99033
H: 0.77678 1.57829 3.94248
H: 1.20227 -1.06556 3.53324
H: 0.73699 -1.76299 1.30710
H: -0.40448 1.88489 -0.13529
H: -0.06166 3.07849 2.29083
H: -2.17143 -0.29280 -0.70777
H: -1.95496 -1.38352 -3.41085
H: 0.64464 -1.22967 -4.23222
N: -1.26816 -0.60065 -1.48676
N: 0.87523 -0.54076 -1.88713

Values from the calculation:
E_tot = -12439.83599 eV
LUMO level = 0.0257 Ha
energy above the lowest of the compared OMol25 structures with the same formula, charge and spin = 323.3 kJ/mol

***

No. 4
C29H28MnN3PSe2 | ωB97M-V/def2-TZVPD

Atoms and positions in Å:
Mn: 1.00635 0.10943 0.25090
Se: -0.75296 -1.90202 0.26445
P: -2.07680 -0.16931 0.27593
Se: -0.98178 1.70479 0.54818
C: -3.00069 -0.12453 -1.26889
C: -3.89527 -1.16662 -1.52393
C: -4.59317 -1.20146 -2.71648
C: -4.39686 -0.20186 -3.66517
C: -3.50728 0.83016 -3.41600
C: -2.80668 0.87304 -2.21620
C: -3.29539 -0.32250 1.59124
C: -3.27676 -1.37244 2.50110
C: -4.23261 -1.42925 3.50888
C: -5.20014 -0.44386 3.60398
C: -5.22250 0.60623 2.69086
C: -4.27374 0.66988 1.68841
H: -4.04832 -1.94929 -0.78945
H: -5.29211 -2.00398 -2.90918
H: -4.94674 -0.22925 -4.59657
H: -3.36202 1.61005 -4.15171
H: -2.11384 1.68033 -2.01582
H: -2.52711 -2.14820 2.41788
H: -4.22035 -2.24960 4.21368
H: -5.94415 -0.49110 4.38786
H: -5.98213 1.37257 2.76347
H: -4.29628 1.49155 0.98155
N: 1.10032 -0.09291 2.28595
C: 2.23075 0.35259 3.07334
C: 1.98042 1.01092 4.26644
C: 3.04122 1.45694 5.03705
C: 4.33811 1.23630 4.59697
C: 4.56539 0.57912 3.39924
C: 3.51418 0.11334 2.60735
C: 3.79713 -0.54045 1.29759
C: 4.98853 -1.25708 1.17873
C: 5.45003 -1.69679 -0.05110
C: 4.72963 -1.39802 -1.19350
C: 3.50617 -0.74489 -1.08794
C: 3.00635 -0.34905 0.15293
H: 0.24818 0.36977 2.59869
H: 0.92837 -1.09397 2.39207
H: 0.95825 1.17121 4.58781
H: 2.85357 1.97579 5.96677
H: 5.17737 1.59273 5.17812
H: 5.58182 0.45920 3.05061
H: 5.56687 -1.47235 2.06776
H: 6.37478 -2.25425 -0.11180
H: 5.09983 -1.68512 -2.16916
H: 2.95678 -0.55847 -1.99834
C: 0.04872 -1.09029 -4.99406
C: 0.45872 -0.19791 -3.87414
C: 0.86360 1.12391 -3.85358
C: 1.08320 1.44300 -2.50814
N: 0.84068 0.37044 -1.75563
N: 0.47078 -0.61703 -2.60005
C: 1.54063 2.72839 -1.91233
H: -0.00024 -0.52243 -5.91983
H: -0.93395 -1.52408 -4.80718
H: 0.76427 -1.90108 -5.13184
H: 0.96798 1.77623 -4.70313
H: 0.15840 -1.49415 -2.20400
H: 2.11599 3.29549 -2.64127
H: 2.18039 2.56303 -1.04314
H: 0.68611 3.32914 -1.59623

Values from the calculation:
E_tot = -206297.00444 eV
LUMO level (spin up / spin down) = -0.1403 / -0.1019 Ha
2S+1 = 5
energy above the lowest of the compared OMol25 structures with the same formula, charge and spin = 19.6 kJ/mol
charge = +1